1.
A structure of composition C25H17Cl2OPRuS. Source: OMol25; level of theory: ωB97M-V with the def2-TZVPD basis set.

XYZ file:
```
48
Properties=species:S:1:pos:R:3
Ru -0.318 0.596 0.777
Cl -2.704 0.321 0.196
Cl -1.613 5.261 -1.904
S -0.547 2.541 -0.768
P 0.536 0.545 3.000
O 1.428 -0.157 -0.624
C 2.665 -0.159 1.516
C -4.961 3.418 -0.900
C -4.534 2.173 -0.400
C -0.748 2.934 2.736
C 3.121 -0.301 3.866
C -3.200 1.924 -0.371
C 3.967 -0.515 1.184
C -0.434 1.018 5.541
C 1.607 0.059 0.542
C 4.428 -0.667 3.545
C 0.517 2.336 2.838
C -0.858 4.300 2.514
C -2.700 4.081 -1.332
C 1.547 4.479 2.486
C 1.667 3.118 2.710
C 4.853 -0.766 2.221
C 0.289 5.068 2.384
C -0.885 0.603 6.787
C -0.722 -1.703 6.093
C -0.274 -1.303 4.846
C -1.027 -0.750 7.059
C 2.240 -0.028 2.834
C -2.205 2.842 -0.814
C -0.124 0.061 4.576
C -4.056 4.358 -1.362
H 2.808 -0.230 4.900
H -0.041 -2.050 4.096
H -1.836 4.762 2.459
H -0.838 -2.756 6.313
H -4.395 5.308 -1.750
H -1.648 2.341 2.879
H -1.378 -1.067 8.032
H -5.249 1.432 -0.072
H -0.315 2.074 5.338
H 2.652 2.672 2.788
H 5.129 -0.878 4.342
H 5.871 -1.058 2.002
H 4.269 -0.613 0.150
H 2.436 5.090 2.397
H -6.020 3.636 -0.932
H -1.121 1.336 7.545
H 0.209 6.134 2.214
```

**Kohn-Sham gap (spin up / spin down)**: 7.99 / 5.84 eV
**Total charge**: +2
**Multiplicity**: 5

2.
A structure of composition B5H20Sn at a distorted geometry. Source: OMol25; level of theory: ωB97M-V with the def2-TZVPD basis set.

XYZ file:
```
26
Properties=species:S:1:pos:R:3
Sn 27.164 14.582 -6.817
B 27.447 17.186 -8.660
B 26.343 16.356 -4.410
B 23.959 14.144 -6.614
B 26.840 13.305 -9.782
B 26.640 12.921 -4.180
H 26.692 12.394 -5.120
H 25.567 15.683 -4.741
H 27.802 18.203 -8.607
H 26.926 12.460 -10.447
H 26.588 16.993 -5.246
H 27.642 13.268 -9.061
H 27.253 15.883 -4.076
H 26.510 17.102 -8.132
H 26.683 14.256 -10.267
H 24.267 14.483 -7.592
H 26.008 16.915 -3.550
H 27.600 13.352 -3.941
H 25.951 13.077 -9.215
H 25.867 13.655 -4.350
H 24.659 13.424 -6.220
H 26.304 12.223 -3.429
H 28.180 16.481 -8.301
H 22.976 13.704 -6.670
H 23.849 14.967 -5.925
H 27.346 16.955 -9.709
```

**Kohn-Sham gap**: 6.72 eV
**Total charge**: -3
**Relative energy (zero: lowest compared OMol25 entry of this formula, charge and spin)**: 121.6 kcal/mol
**Multiplicity**: 1

3.
A structure of composition C24H30Cl2NO3RhS3. Source: OMol25; level of theory: ωB97M-V with the def2-TZVPD basis set.

XYZ file:
```
64
Properties=species:S:1:pos:R:3
Rh -1.622 0.046 -0.436
Cl 2.974 -3.423 -3.607
Cl 3.325 -0.579 1.002
S -3.799 0.088 0.629
S -0.472 1.815 1.520
S -2.930 -0.253 -2.493
O -1.055 -1.979 0.455
O -0.134 -1.318 -1.435
O 0.203 1.173 0.318
N 3.501 -3.093 -0.662
C -5.590 -0.444 -3.055
C 1.465 -3.639 0.646
C -0.979 3.511 1.037
C 2.950 -0.706 -0.689
C -4.544 -0.261 -1.980
C 0.885 2.225 2.647
C 0.553 -3.459 -0.550
C 3.651 -3.776 1.660
C 1.711 -4.265 2.978
C 2.409 -0.797 -3.398
C 2.506 0.429 -1.346
C -6.359 -0.147 -0.224
C 3.094 -4.160 2.868
C 2.237 0.384 -2.703
C 2.020 2.974 1.970
C 3.201 3.140 2.922
C 0.914 -4.011 1.875
C 3.089 -1.937 -1.338
C -1.682 4.992 -0.876
C -1.220 3.598 -0.468
C -0.250 -2.169 -0.506
C 2.822 -1.930 -2.719
C -4.914 -0.108 -0.643
C 2.846 -3.501 0.557
H -1.908 3.696 1.580
H 1.092 -3.503 -1.490
H -0.933 5.745 -0.615
H -6.203 -1.327 -2.861
H -1.971 2.864 -0.754
H 0.449 2.785 3.484
H 3.658 -3.857 -1.297
H 1.256 -4.556 3.919
H -2.620 5.259 -0.376
H -1.850 5.043 -1.953
H -0.305 3.325 -0.991
H -0.172 -4.274 -0.541
H -0.234 4.239 1.368
H 2.371 1.339 -0.776
H -6.589 -1.121 0.216
H 1.886 1.270 -3.221
H 2.325 2.412 1.091
H 2.921 3.707 3.815
H -0.164 -4.101 1.949
H 1.220 1.255 3.028
H -6.545 0.602 0.547
H 1.677 3.953 1.625
H 4.722 -3.652 1.548
H -6.259 0.419 -3.109
H 2.198 -0.861 -4.458
H 3.578 2.164 3.246
H -7.047 0.020 -1.054
H -5.112 -0.564 -4.024
H 3.733 -4.368 3.719
H 4.020 3.667 2.430
```

**Kohn-Sham gap (spin up / spin down)**: 7.47 / 6.33 eV
**Total charge**: 0
**Relative energy (zero: lowest compared OMol25 entry of this formula, charge and spin)**: 0.6 kcal/mol
**Multiplicity**: 5

4.
A cluster of 6 separate species, C49H68ClN5O10P in total. Source: OMol25; level of theory: ωB97M-V with the def2-TZVPD basis set.

XYZ file:
```
134
Properties=species:S:1:pos:R:3
Cl 2.294 -5.626 1.041
P -1.192 -5.294 -0.048
O 6.908 10.290 0.635
O 7.682 8.285 0.754
O -4.925 -0.490 -4.106
O -0.921 1.209 7.613
O -3.782 -2.128 -3.299
O 8.590 6.669 -5.819
O 0.063 1.127 5.697
O 1.977 2.846 -5.066
O 9.628 5.234 -4.602
O 0.893 4.696 -5.181
N 1.048 3.570 -4.753
N 8.632 5.638 -5.173
N -0.090 1.584 6.810
N 7.471 9.323 0.159
N -4.819 -1.617 -3.657
C -6.661 -5.248 1.825
C -3.768 -6.002 0.907
C -0.270 -0.774 2.447
C -1.920 3.369 -2.520
C -5.844 -6.458 2.329
C 2.506 4.699 7.980
C -4.544 -0.823 1.031
C 8.555 8.327 -1.813
C 8.177 10.690 -3.234
C 1.605 -1.412 4.045
C 6.259 5.289 -5.705
C -6.356 -3.916 2.531
C -2.389 -6.607 0.737
C 0.064 3.052 -3.795
C 0.238 1.781 -3.275
C 2.521 -7.160 -1.145
C 1.754 3.134 6.317
C -8.354 -3.912 -3.351
C -5.990 -3.685 -2.974
C -1.003 3.856 -3.436
C 8.997 8.429 -3.122
C 7.415 3.693 -4.296
C 7.400 4.849 -5.056
C 1.196 -1.219 2.589
C 3.074 -1.747 4.227
C -8.392 -2.649 -3.925
C 5.097 4.546 -5.584
C -7.155 -4.428 -2.877
C 8.811 9.608 -3.830
C -7.234 -1.895 -4.024
C -4.693 -2.316 1.337
C 0.810 2.678 7.218
C -1.758 2.100 -1.980
C 7.731 10.599 -1.925
C 5.089 3.384 -4.823
C -3.254 -0.163 1.503
C -1.020 -1.424 1.272
C -0.685 1.306 -2.359
C -2.019 -0.462 0.638
C 7.931 9.418 -1.236
C 0.690 3.208 8.489
C -6.050 -2.426 -3.547
C 2.606 4.155 6.706
C -4.885 -6.997 1.269
C 6.246 2.960 -4.181
C 1.569 -6.143 -0.539
C 1.548 4.227 8.868
C -6.161 -2.695 1.618
C 0.162 -6.662 -0.337
H 1.829 -0.422 2.188
H 3.176 5.493 8.281
H -2.473 1.722 -1.260
H 2.566 -8.063 -0.539
H 3.300 -1.869 5.287
H -4.472 -7.944 1.616
H 1.390 -2.118 2.005
H -3.728 -5.192 1.640
H 1.371 -0.486 4.574
H -7.125 -5.409 -2.422
H -7.199 -3.699 3.187
H 7.236 11.433 -1.450
H -2.760 3.982 -2.225
H -5.288 -6.181 3.225
H -2.192 -4.228 0.146
H -0.786 -0.966 3.388
H 6.278 6.195 -6.292
H -4.039 -2.657 2.138
H 9.492 7.590 -3.590
H 0.977 -2.190 4.486
H -2.465 -7.476 0.077
H 8.030 11.607 -3.787
H -6.683 -2.837 0.671
H 3.351 4.524 6.015
H -1.115 4.842 -3.861
H 0.195 -7.374 0.491
H -0.611 -5.019 1.290
H -9.326 -2.247 -4.294
H -0.107 -7.177 -1.265
H -5.373 -0.279 1.487
H 3.530 -6.749 -1.198
H 4.174 2.817 -4.734
H -6.528 -7.265 2.603
H -6.603 -1.837 2.125
H -5.058 -4.085 -2.597
H -0.282 -1.694 0.514
H 3.709 -0.939 3.864
H 9.159 9.679 -4.852
H -4.618 -0.663 -0.047
H 1.076 1.172 -3.579
H 4.192 4.870 -6.079
H 8.694 7.415 -1.252
H -1.501 0.476 0.431
H -5.481 -4.001 3.174
H -3.438 0.916 1.477
H -5.478 -7.186 0.370
H -7.251 -0.911 -4.468
H -2.349 -0.868 -0.323
H 1.822 2.700 5.331
H -9.262 -4.495 -3.268
H -7.712 -5.480 2.003
H -0.569 0.316 -1.938
H -0.285 0.306 2.290
H -4.006 -5.527 -0.052
H -1.826 -5.610 -1.368
H 2.201 -7.407 -2.157
H -1.502 -2.353 1.574
H -4.370 -2.854 0.444
H 1.471 4.651 9.859
H 8.321 3.372 -3.803
H -0.315 -4.286 -0.672
H -6.543 -5.158 0.745
H -1.969 -6.896 1.704
H -3.050 -0.393 2.550
H -0.059 2.831 9.169
H 6.237 2.055 -3.589
H 1.563 -5.255 -1.170
H 3.351 -2.666 3.713
```

**Kohn-Sham gap**: 4.22 eV
**Total charge**: -1
**Multiplicity**: 1

5.
A structure of composition C36H32Cl2N7O4S6Ta. Source: OMol25; level of theory: ωB97M-V with the def2-TZVPD basis set.

XYZ file:
```
88
Properties=species:S:1:pos:R:3
Ta -1.159 -1.004 0.067
Cl 4.952 1.668 -0.548
Cl 0.573 3.331 -3.310
S -3.650 -1.155 -0.098
S -5.780 -0.034 -1.919
S 0.887 -1.411 1.700
S -3.851 1.683 -3.353
S -2.257 -2.015 2.237
S -1.528 0.685 -1.733
O -1.277 0.535 1.250
O -6.437 1.607 -3.882
O 0.415 -1.696 -1.170
O 0.858 0.338 -0.578
N -1.097 -3.385 0.063
N -1.823 -2.432 -2.437
N 3.293 1.944 -3.020
N 1.937 -0.131 3.728
N -0.126 0.656 3.250
N -1.167 -4.088 3.480
N -0.852 -4.072 1.236
C 1.818 0.482 -6.095
C 1.508 -1.085 -4.308
C -2.140 1.911 2.926
C 1.391 0.398 6.088
C -1.352 -3.488 2.279
C 2.012 0.886 4.788
C -1.108 0.959 2.461
C 2.787 2.814 0.565
C 4.108 -0.421 2.571
C 2.691 2.428 -1.850
C 1.432 3.046 -1.833
C 3.351 2.366 -0.615
C 0.858 -0.232 2.943
C -1.104 -4.504 -3.396
C -1.397 -4.039 -4.667
C 2.193 -0.247 -3.427
C -1.057 -4.137 -0.963
C 0.843 3.477 -0.658
C -2.063 2.484 4.194
C -1.332 -3.665 -2.314
C 1.513 3.354 0.546
C 2.634 0.998 -3.882
C -4.186 3.103 2.507
C -3.205 2.220 2.082
C -3.044 3.365 4.613
C -3.233 0.662 -2.073
C -4.102 -0.121 -1.430
C -2.101 -1.994 -3.658
C 2.468 1.335 -5.221
C 1.312 -0.725 -5.629
C 2.461 -0.739 -2.019
C -4.106 3.676 3.769
C -5.546 1.157 -3.217
C -1.911 -2.763 -4.801
C 1.203 -0.675 -1.204
C 3.113 -0.993 3.573
H 1.051 3.694 1.465
H 2.829 2.302 -5.551
H 1.687 0.766 -7.132
H -2.165 -2.355 -5.771
H 2.794 -1.775 -2.054
H -1.228 -4.664 -5.534
H -1.230 2.228 4.836
H 2.788 -1.985 3.272
H 1.490 1.159 6.866
H 0.331 0.186 5.937
H -2.488 -0.988 -3.735
H -3.263 1.761 1.104
H 1.137 -2.039 -3.942
H -1.683 -3.745 4.268
H 3.070 1.112 4.928
H 3.346 2.722 1.487
H 0.778 -1.390 -6.298
H 3.641 -0.310 1.591
H -0.705 -5.498 -3.236
H -4.873 4.365 4.098
H -0.835 -5.187 -0.807
H 3.224 -0.137 -1.529
H -5.015 3.341 1.852
H 4.970 -1.085 2.471
H 4.470 0.558 2.896
H 1.523 1.792 4.445
H 4.279 1.774 -2.911
H -0.147 3.915 -0.705
H -2.986 3.812 5.598
H 3.570 -1.085 4.559
H -0.864 -5.047 3.481
H 1.882 -0.513 6.439
```

**Kohn-Sham gap**: 6.46 eV
**Total charge**: 0
**Relative energy (zero: lowest compared OMol25 entry of this formula, charge and spin)**: 7.7 kcal/mol
**Multiplicity**: 1

no.,energy (Ha)
1,-2792.30301
2,-349.86259
3,-3438.47104
4,-3735.11911
5,-5442.08641